(1)
This record from OMol25 describes C30H25FeN3O4P as an isolated structure. The level of theory is ωB97M-V/def2-TZVPD.

XYZ file:
```
64
C30H25FeN3O4P | OMol25 | ωB97M-V/def2-TZVPD
Fe -0.227 -0.918 0.344
P -0.186 1.416 -0.380
O 1.209 -1.517 -0.951
O -1.913 -1.186 2.867
O 2.939 -2.932 -1.149
O -1.713 -2.109 -0.121
N 1.307 -1.662 1.716
N -1.780 -3.385 -0.455
N -1.372 -0.125 2.129
C 3.435 -2.861 3.021
C 1.991 3.038 -1.153
C 0.189 1.073 -3.080
C -0.841 -3.904 -1.270
C -1.947 -6.019 -1.160
C 4.061 3.120 0.069
C -0.673 1.597 -2.114
C -1.921 2.082 -2.492
C -1.425 1.577 -4.790
C -2.795 -4.123 0.022
C 3.271 3.546 -0.989
C 3.349 -2.896 1.639
C 2.274 -2.280 1.022
C -1.916 2.255 1.709
C 2.294 1.668 0.801
C -2.606 4.569 1.970
C -1.198 3.937 0.140
C -1.190 2.609 0.560
C 1.401 -1.622 3.050
C -0.186 1.073 -4.413
C -2.897 -5.452 -0.324
C -0.910 -5.231 -1.634
C 2.155 -2.265 -0.505
C 3.571 2.183 0.967
C -1.893 4.914 0.833
C 2.445 -2.206 3.740
C -2.624 3.252 2.391
C 1.496 2.094 -0.257
C -2.088 0.917 2.294
C -2.292 2.075 -3.830
H -1.878 5.937 0.484
H 2.478 -2.144 4.818
H 1.387 3.366 -1.990
H -3.154 5.319 2.523
H -3.260 2.462 -4.119
H -2.927 0.820 2.981
H 3.653 4.274 -1.693
H 1.144 0.652 -2.787
H 0.625 -1.076 3.575
H -1.276 -1.902 2.755
H 4.087 -3.379 1.016
H -3.721 -6.030 0.068
H -3.196 2.983 3.270
H -2.605 2.475 -1.750
H -1.714 1.577 -5.832
H -2.015 -7.061 -1.438
H -0.147 -5.629 -2.287
H -0.643 4.211 -0.749
H 5.061 3.515 0.191
H -0.078 -3.204 -1.589
H 4.265 -3.329 3.532
H 4.186 1.846 1.792
H 0.489 0.674 -5.158
H -3.477 -3.590 0.667
H 1.920 0.930 1.502
```

Results
Charge ... +1
Total energy ... -3228.28908 a.u.
Energy above the lowest of the compared OMol25 structures with the same formula, charge and spin ... 0.0 kJ/mol
Kohn-Sham gap (spin up / spin down) ... 8.04 / 8.37 eV
2S+1 ... 5

Results of the Mulliken charge analysis, in e, for atoms 1 through 2:
1 Fe 0.750
2 P 1.575

(2)
This record from OMol25 describes C30H26AgN3O2 as an isolated structure at a distorted geometry. The level of theory is ωB97M-V/def2-TZVPD.

XYZ file:
```
62
C30H26AgN3O2 | OMol25 | ωB97M-V/def2-TZVPD
Ag -0.544 -0.181 0.057
O 2.076 3.143 -1.724
O 2.073 -1.814 3.276
N 0.494 -1.822 1.673
N 0.378 1.676 -1.551
N 1.679 0.361 0.489
C -1.741 -0.963 3.160
C -1.407 3.304 -2.144
C -3.003 4.037 -0.500
C -2.273 3.719 -3.148
C -2.973 -0.566 3.644
C 1.605 -1.352 2.094
C -3.947 -0.081 -0.301
C -0.095 2.653 -2.511
C 3.739 -0.187 1.598
C -1.772 3.492 -0.815
C 4.413 0.768 0.853
C -2.221 -3.229 3.779
C 2.343 1.279 -0.225
C -5.940 0.611 0.894
C -3.443 -2.823 4.287
C -6.072 -1.191 -0.670
C -3.826 -1.495 4.209
C 3.704 1.514 -0.078
C 1.086 -2.704 3.780
C 2.377 -0.362 1.376
C -6.698 -0.342 0.228
C 1.547 2.022 -1.180
C -3.493 4.286 -2.828
C -1.364 -2.298 3.207
C 1.076 3.683 -2.578
C -2.569 0.193 -0.736
C -3.871 4.430 -1.503
C -0.018 -2.730 2.676
C -4.590 0.734 0.638
C -4.720 -1.069 -0.922
H 0.704 -2.304 4.724
H -0.109 -3.728 2.232
H -1.947 -4.275 3.817
H -4.246 -1.711 -1.653
H 4.246 -0.803 2.325
H -6.648 -1.938 -1.201
H -1.106 3.157 -0.030
H -4.006 1.497 1.136
H -6.415 1.276 1.605
H -2.002 3.582 -4.186
H 1.552 -3.677 3.963
H 5.473 0.916 0.982
H -1.075 -0.230 2.718
H -4.164 4.595 -3.614
H -7.766 -0.408 0.396
H -2.522 1.269 -0.918
H -0.229 2.140 -3.470
H -3.301 4.134 0.533
H 1.497 3.802 -3.581
H -4.793 -1.189 4.578
H -4.841 4.835 -1.258
H 4.189 2.253 -0.696
H -3.265 0.469 3.575
H -2.418 -0.300 -1.710
H 0.773 4.660 -2.188
H -4.105 -3.548 4.735
```

Results
Charge ... 0
Total energy ... -1620.46815 a.u.
Energy above the lowest of the compared OMol25 structures with the same formula, charge and spin ... 48.6 kJ/mol
Kohn-Sham gap ... 5.35 eV

Results of the Mulliken charge analysis, in e, for atoms 1 through 2:
1 Ag -0.065
2 O -0.447